# 1
Below is a 2-piece molecular cluster, C5H9N2O2S overall at a distorted geometry, with properties calculated with wB97M-V/def2-TZVPD.

electronic energy = -23225.5746 eV
frontier orbital gap (spin up / spin down) = 8.70 / 8.70 eV
ΔE to the lowest compared entry with this formula, charge and spin = 196.1 kcal per mole
LUMO (spin up / spin down) = -4.49 / -4.49 eV
highest occupied orbital energy (spin up / spin down) = -13.18 / -13.18 eV

```
! RIJCOSX wB97M-V def2-TZVPD def2/J DEFGRID3
* xyz 1 1
C -3.386 -1.146 -0.053
C -0.941 -0.094 -0.196
C 1.049 -1.552 -0.517
C 1.468 -0.190 -0.773
C 0.354 2.444 -0.254
N -4.054 -0.073 -0.124
N 0.270 -0.548 -0.273
O -4.059 1.168 -0.207
O -3.122 -2.135 0.698
S -1.197 1.487 -0.072
H -1.970 -0.858 -0.409
H 0.648 -2.247 -1.330
H 1.358 -2.166 0.379
H 2.201 0.163 0.021
H 1.578 0.340 -1.671
H 0.410 3.377 0.299
H 0.365 2.624 -1.335
H 1.196 1.769 0.055
H -3.586 -3.035 0.733
*
```

# 2
Below is C3H4Br2Cl2O as an isolated structure at a distorted geometry, with properties calculated with wB97M-V/def2-TZVPD.

electronic energy = -170349.6642 eV
frontier orbital gap = 8.85 eV
ΔE to the lowest compared entry with this formula, charge and spin = 68.4 kcal per mole
LUMO = -1.04 eV
highest occupied orbital energy = -9.90 eV

```
! RIJCOSX wB97M-V def2-TZVPD def2/J DEFGRID3
* xyz 0 1
C 1.290 0.081 -1.093
C 0.478 0.224 0.143
C -1.011 -0.302 -0.015
O -1.949 0.179 1.846
Cl 1.329 -0.752 1.376
Cl 0.344 1.858 0.825
Br -2.154 0.708 -0.960
Br -1.154 -2.134 -0.237
H 2.229 0.600 -1.110
H 1.437 -0.898 -1.541
H 0.911 0.727 -1.884
H -1.749 -0.291 2.653
*
```

# 3
Below is an isolated molecule of C6H11F at a distorted geometry, with properties calculated with wB97M-V/def2-TZVPD.

electronic energy = -9116.6567 eV
frontier orbital gap = 9.57 eV
ΔE to the lowest compared entry with this formula, charge and spin = 18.8 kcal per mole
SMILES = CC(C)=C(C)CF
LUMO = 1.01 eV
highest occupied orbital energy = -8.56 eV

```
! RIJCOSX wB97M-V def2-TZVPD def2/J DEFGRID3
* xyz 0 1
C 1.878 0.223 0.539
C 0.389 0.141 0.497
C -0.157 -0.173 1.902
C -0.348 0.056 -0.620
C 0.131 -0.403 -1.946
C -1.852 0.342 -0.551
F -2.254 1.258 0.489
H 2.247 1.036 1.210
H 2.302 -0.761 0.913
H 2.363 0.434 -0.458
H -1.259 0.015 2.008
H 0.051 -1.191 2.204
H 0.389 0.473 2.577
H -0.103 0.311 -2.718
H -0.375 -1.380 -2.172
H 1.213 -0.503 -1.950
H -2.413 -0.633 -0.357
H -2.202 0.753 -1.566
*
```

Q: Look up the ΔE to the lowest compared entry with this formula, charge and spin of the third one.
A: 18.8 kcal per mole

Q: What is the formula in the first record?
A: C5H9N2O2S

Q: The lowest ΔE to the lowest compared entry with this formula, charge and spin belongs to which entry?
A: C6H11F

Q: Which value of electronic energy does entry 1 give?
A: -23225.5746 eV